Formula: C3H9N2O3
Source: the Open Molecules 2025 dataset
Level of theory: ωB97M-V/def2-TZVPD

The geometry in XYZ format:
```
17
Properties=species:S:1:pos:R:3
N -1.714 2.037 0.226
C -2.194 1.581 1.464
O -1.450 0.555 1.944
O -3.187 2.015 2.001
H -2.024 2.976 -0.056
H -0.759 1.675 -0.053
H -0.662 0.340 1.341
C 0.815 -2.054 -1.415
N 1.720 -1.558 -0.352
C 1.582 -0.058 -0.179
O 0.373 0.376 0.265
H 1.186 -1.647 -2.377
H -0.232 -1.718 -1.294
H 0.833 -3.125 -1.402
H 1.455 -1.982 0.535
H 1.860 0.334 -1.169
H 2.399 0.254 0.522
```

The total charge is -1. The energy above the lowest of the compared OMol25 structures with the same formula, charge and spin comes out at 0.6429 eV. The LUMO energy comes out at 4.06 eV. As for the spin multiplicity: 1. The value obtained for the calculated total energy is -455.01098 Eh.